# 1
ORCA calculation (ωB97M-V/def2-TZVPD) on C4H7NS in the gas phase.

Properties
Orbital gap (spin up / spin down)   9.603 / 6.499 eV
Total energy   -609.38276 a.u.
LUMO level (spin up / spin down)   0.0108 / -0.0226 hartree

```
13
C4H7NS | OMol25 | ωB97M-V/def2-TZVPD
C 1.36913 -1.40119 1.45180
C -0.17990 -1.40121 0.94831
C -0.56989 0.80914 -0.49718
C -0.48126 1.83475 -1.57946
N 2.30416 -0.66992 1.22890
S -0.63367 -0.80151 -0.67339
H 1.56090 -2.35393 2.09576
H -0.26166 -2.55509 0.85332
H -0.85948 -0.99053 1.62922
H -0.89867 1.32512 0.30041
H -0.08286 1.27277 -2.38978
H 0.12099 2.63518 -1.39091
H -1.38779 2.29642 -1.97702
```

Löwdin population analysis, charges in e, atoms 1 to 6: -0.35, -0.45, -0.56, -0.16, 0.15, 0.92



# 2
ORCA calculation (ωB97M-V/def2-TZVPD) on 2 unconnected molecules or ions with the total composition C3H13N2O.

Properties
Orbital gap (spin up / spin down)   3.314 / 11.066 eV
Spin multiplicity   2
Expectation value of S²   0.75
Total energy   -306.70916 a.u.
LUMO level (spin up / spin down)   0.0308 / 0.0229 hartree

```
19
C3H13N2O | OMol25 | ωB97M-V/def2-TZVPD
C 0.73096 -0.10395 0.89063
C -0.38145 -1.06188 0.48014
C -1.80466 -0.49641 0.83986
N -2.09150 0.74662 0.08174
N 0.74484 1.08250 -0.11981
H 0.58000 0.30220 1.89899
H 1.71974 -0.51400 0.74970
H -0.42815 -1.17314 -0.60612
H -0.26977 -2.07370 0.87933
H -1.86980 -0.48443 1.93802
H -2.62753 -1.19432 0.65016
H -2.94451 0.67287 -0.46857
H -2.29932 1.44456 0.79629
H 1.22093 1.93201 0.23878
H -0.27165 1.09732 -0.39587
H 1.26174 0.83037 -0.98121
H 3.60458 -0.00681 -2.39790
H 2.44023 -0.94302 -2.38813
O 2.68531 -0.05678 -2.08605
```

Löwdin population analysis, charges in e, atoms 1 to 6: -0.26, -0.22, -0.29, -0.04, 0.06, 0.09



# 3
ORCA calculation (ωB97M-V/def2-TZVPD) on a gas-phase ion, C2H6N3OS (charge +1).

Properties
Orbital gap   10.128 eV
Net charge   +1
Total energy   -717.10501 a.u.
LUMO level   -0.1800 hartree

```
13
C2H6N3OS | OMol25 | ωB97M-V/def2-TZVPD
C -0.13696 0.33802 -0.29153
C 1.40758 0.23326 -0.14649
N -2.84882 -0.75870 0.96092
N -0.65139 1.46590 0.14587
N -0.99141 -0.47194 -0.87678
O -2.07924 1.42828 0.02660
S -2.79073 -0.19184 -0.43126
H 1.74840 -0.72313 0.41857
H 1.80037 1.09073 0.24437
H 2.10840 0.05203 -1.07537
H -3.55959 -1.39582 1.30346
H -0.28696 1.97440 0.96943
H -0.54240 -1.14284 -1.52448
```

Löwdin population analysis, charges in e, atoms 1 to 6: -0.38, 0.03, -0.24, 0.08, -0.05, -0.29



# 4
ORCA calculation (ωB97M-V/def2-TZVPD) on 5 unconnected molecules or ions with the total composition C28H47FN3O18S4.

Properties
Orbital gap   8.267 eV
Net charge   +1
Total energy   -4305.89752 a.u.
LUMO level   -0.0922 hartree

```
101
C28H47FN3O18S4 | OMol25 | ωB97M-V/def2-TZVPD
C 2.99995 -1.22648 1.07248
C 2.95499 -0.72350 -0.17120
C 2.89978 0.77180 -0.53754
C 1.45270 1.21045 -0.78026
F 0.82197 0.10021 -1.31345
C 1.27832 2.30070 -1.86514
O 2.03617 1.99535 -3.00824
C 3.20577 2.81811 -3.12568
C 2.91855 4.22943 -3.65589
N -0.10998 2.39399 -2.29852
C -1.09295 2.33160 -1.19750
C -2.23688 3.30774 -1.45824
C -3.62804 2.78481 -1.13209
C -3.94389 1.48016 -0.88951
C -5.21696 1.05913 -0.59214
C -6.21526 1.99375 -0.50506
C -7.62308 1.54934 -0.13304
C -5.93077 3.32741 -0.74816
C -4.65839 3.70457 -1.06304
C -0.42205 2.59179 0.17412
O -1.42524 2.47663 1.13561
N 0.63844 1.55839 0.44023
C 1.37937 1.88961 1.69482
C 2.17768 3.17465 1.68947
C 2.32383 3.81529 3.05853
N 2.72129 3.66799 0.65816
H 2.30532 -0.92984 1.85914
H 3.70591 -2.01294 1.33190
H 3.00058 -1.40685 -1.01633
H 3.42923 0.81570 -1.48815
H 3.47009 1.37862 0.15826
H 1.60134 3.29150 -1.52438
H 3.84680 2.31719 -3.85575
H 3.76364 2.81734 -2.18324
H 3.80732 4.55490 -4.20143
H 2.04791 4.27375 -4.30753
H 2.84330 4.91541 -2.80521
H -0.20833 3.28178 -2.77705
H -1.42623 1.28864 -1.15651
H -2.07345 4.17847 -0.80570
H -2.23580 3.69365 -2.48129
H -3.18050 0.70668 -0.92297
H -5.38561 -0.00058 -0.43528
H -7.80331 1.82067 0.91074
H -7.69881 0.46775 -0.23567
H -8.32605 2.07055 -0.78469
H -6.74036 4.04508 -0.66549
H -4.44928 4.75301 -1.26668
H -0.02451 3.60990 0.15356
H -1.40962 3.23017 1.73549
H 0.08627 0.71859 0.66364
H 2.04927 1.08754 2.01648
H 0.64771 1.97547 2.50140
H 3.00715 4.66490 3.01643
H 1.37520 4.19012 3.45277
H 2.79165 3.09848 3.73681
H 3.21849 4.53057 0.86330
C 3.51806 2.01116 8.63554
C 2.11924 2.37603 8.18733
O 2.28669 2.83246 6.83402
S 3.48984 2.02768 6.14887
O 2.94456 0.96406 5.37895
O 4.39064 2.96649 5.58650
O 4.12589 1.41612 7.47724
H 4.09526 2.89638 8.90777
H 3.51932 1.30965 9.46508
H 1.67202 3.15415 8.79910
H 1.46400 1.50280 8.17351
C -2.93293 -1.52216 -3.36033
C -2.75745 -3.02122 -3.26736
O -3.53427 -3.40226 -2.12050
S -4.80202 -2.43418 -1.99196
O -5.93353 -3.06236 -2.56188
O -4.82025 -1.91012 -0.66916
O -4.29966 -1.29034 -2.99738
H -2.29558 -1.00181 -2.64030
H -2.73543 -1.13997 -4.35828
H -1.71902 -3.31269 -3.13781
H -3.17115 -3.52706 -4.14191
C 2.92182 -4.27653 -2.16937
C 4.40860 -4.43063 -2.41507
O 4.54900 -5.75046 -2.94112
S 3.24372 -6.12951 -3.80474
O 3.51483 -5.88692 -5.17286
O 2.74630 -7.36675 -3.33917
O 2.29650 -4.94272 -3.26537
H 2.61754 -4.77581 -1.24594
H 2.61192 -3.23495 -2.13693
H 4.99770 -4.31687 -1.50842
H 4.76265 -3.72291 -3.16931
C -2.40145 -7.09120 0.67588
C -1.61570 -6.01254 1.38991
O -0.36888 -5.94941 0.68366
S -0.61664 -6.29153 -0.86662
O -0.72978 -5.07315 -1.58706
O 0.28391 -7.30870 -1.25180
O -2.08460 -6.91291 -0.70974
H -2.07561 -8.08885 0.97655
H -3.47275 -6.99780 0.83311
H -1.44713 -6.24156 2.43860
H -2.10672 -5.04022 1.30349
```

Löwdin population analysis, charges in e, atoms 1 to 6: 0.03, -0.13, -0.07, -0.31, 0.08, -0.32



# 5
ORCA calculation (ωB97M-V/def2-TZVPD) on C4H7N3O in the gas phase.

Properties
Orbital gap   9.506 eV
Total energy   -395.92939 a.u.
LUMO level   0.0327 hartree

```
15
C4H7N3O | OMol25 | ωB97M-V/def2-TZVPD
O -1.99598 0.05769 -0.52780
N -1.07124 0.82638 0.18422
C -0.94974 0.18904 1.46313
N 0.08377 -0.34867 1.94583
N 1.20512 -0.52977 1.16215
C 0.79774 -0.64063 -0.18888
C 0.97691 -0.00885 -1.55099
C 0.24676 0.73833 -0.44855
H -2.44773 0.72584 -1.06595
H -1.88954 0.24246 2.00089
H 1.79629 -1.24536 1.56324
H 0.01029 -1.39130 -0.24513
H 0.46493 -0.59433 -2.29892
H 1.87092 0.45470 -1.98773
H 0.90152 1.52447 -0.00553
```

Löwdin population analysis, charges in e, atoms 1 to 6: -0.03, -0.14, -0.18, 0.05, -0.05, -0.28



# 6
ORCA calculation (ωB97M-V/def2-TZVPD) on a molecular structure, C26H31O4RuSe2Te.

Properties
Orbital gap (spin up / spin down)   7.592 / 6.352 eV
Spin multiplicity   6
Expectation value of S²   8.78
Total energy   -6475.94235 a.u.
LUMO level (spin up / spin down)   0.0158 / -0.0561 hartree

```
65
C26H31O4RuSe2Te | OMol25 | ωB97M-V/def2-TZVPD
Ru 0.71197 -1.03622 -0.26969
C 1.36867 -3.49862 0.75671
C 0.54207 -3.45192 -0.38159
C -0.70323 -2.87322 0.00541
C -0.62653 -2.60002 1.40291
C 0.64037 -2.98502 1.85211
H 2.36377 -3.91222 0.79011
H 0.74227 -3.94752 -1.32099
H -1.62453 -2.94242 -0.56349
H -1.43093 -2.21572 2.01151
H 0.99837 -2.91822 2.86561
C -0.90203 4.50368 2.84661
Se -0.19693 2.71458 2.42261
C -1.94103 1.86328 2.08171
C -2.41153 1.98558 0.64921
Se -1.19453 1.15438 -0.68549
C -2.45113 -0.11502 -1.48579
H -1.66303 4.43248 3.61921
H -1.31363 4.97048 1.95541
H -0.06743 5.09448 3.21521
H -2.65493 2.33968 2.76171
H -1.81423 0.81688 2.35661
H -2.48763 3.03648 0.35701
H -3.38453 1.50808 0.51691
H -3.25883 0.40758 -1.99219
H -2.84563 -0.75922 -0.70309
H -1.88193 -0.70192 -2.20869
C -1.11293 -0.11622 -7.94879
C -0.56433 -0.04052 -6.55729
C -0.30633 1.17418 -5.94089
C 0.29967 1.25028 -4.69429
C 0.54527 2.58858 -4.07299
C 0.66747 0.07058 -4.04039
Te 1.89447 0.17038 -2.26349
C 0.32257 -1.16172 -4.60469
C 0.57287 -2.44392 -3.87769
C -0.28593 -1.20072 -5.84899
H -1.32663 0.87568 -8.33599
H -2.02463 -0.71042 -7.97179
H -0.38773 -0.59272 -8.60879
H -0.55733 2.08938 -6.45939
H 0.06237 3.37368 -4.64809
H 1.61547 2.79278 -4.02969
H 0.15887 2.61128 -3.05189
H 0.17217 -2.36812 -2.85839
H 1.64087 -2.65182 -3.80479
H 0.09237 -3.27632 -4.38689
H -0.52673 -2.16192 -6.28269
O 2.41597 -0.68172 1.35641
C 1.56477 -0.14272 2.09311
O 0.50977 0.37118 1.61871
C 1.73947 -0.12122 3.57381
C 2.98937 -0.33042 4.13761
C 3.17097 -0.32802 5.51741
C 2.05387 -0.13872 6.29791
O 1.94437 -0.11252 7.66181
C 0.58927 0.17468 7.93541
O -0.13683 0.20388 6.72771
C 0.79187 0.05618 5.73011
C 0.60647 0.07198 4.37461
H 3.82737 -0.48722 3.47681
H 4.14327 -0.46522 5.95781
H 0.51977 1.15688 8.43301
H 0.17087 -0.59272 8.60311
H -0.36553 0.22318 3.93671
```

Löwdin population analysis, charges in e, atoms 1 to 6: 0.96, -0.12, -0.23, -0.26, -0.15, -0.13



# 7
ORCA calculation (ωB97M-V/def2-TZVPD) on a molecular structure, C6H12O.

Properties
Orbital gap (spin up / spin down)   6.988 / 6.929 eV
Total energy   -310.83938 a.u.
LUMO level (spin up / spin down)   -0.0338 / -0.0348 hartree

```
19
C6H12O | OMol25 | ωB97M-V/def2-TZVPD
C -0.52672 0.20008 2.26633
C -1.25461 -0.37368 1.09291
O -0.42465 1.53149 -0.23065
C 0.81296 1.41574 -0.67445
C 1.13770 -0.06138 -1.24040
C 0.00026 -0.68061 -2.00914
C 0.40730 -1.15886 -0.67096
H -1.21838 0.22702 3.11900
H 0.33102 -0.41203 2.56183
H -0.21254 1.21620 2.02582
H -1.99209 0.26138 0.62143
H -1.57795 -1.41449 1.20121
H 1.06389 2.06606 -1.53979
H 1.60229 1.56109 0.09897
H 2.18626 -0.19488 -1.49729
H -0.88449 -0.04295 -2.04580
H 0.15407 -1.32424 -2.86933
H -0.35885 -0.67826 0.15742
H 0.75454 -2.13769 -0.36712
```

Löwdin population analysis, charges in e, atoms 1 to 6: -0.11, -0.03, -0.23, -0.38, -0.23, -0.08



# 8
ORCA calculation (ωB97M-V/def2-TZVPD) on 2 unconnected molecules or ions with the total composition C3H4Cl2.

Properties
Orbital gap   9.707 eV
Total energy   -1036.96965 a.u.
LUMO level   0.0209 hartree

```
9
C3H4Cl2 | OMol25 | ωB97M-V/def2-TZVPD
Cl 1.87981 0.43543 0.92085
C 0.40794 0.34345 0.19234
C -0.65549 1.13269 0.04119
C -0.29907 0.31160 -1.17699
H -1.22801 1.97831 0.41464
H -1.07982 -0.47880 -1.38301
H 0.09942 0.66326 -2.07888
Cl 0.82528 -2.27685 2.03527
H 0.04995 -2.10910 1.03459
```

Löwdin population analysis, charges in e, atoms 1 to 6: 0.68, -0.79, -0.06, -0.13, 0.10, 0.09



Question: Number 3 is which compound?
Answer: C2H6N3OS